The following is a quantum chemistry calculation of a molecular structure, C7H9O5S at a distorted geometry, from the Open Molecules 2025 dataset.

Geometry as XYZ:
```
22
C7H9O5S (wB97M-V/def2-TZVPD)
C 1.77 0.13 1.06
C 1.20 0.91 0.15
C 0.26 0.36 -0.87
C -1.73 -1.34 -1.17
C -1.75 -2.16 0.12
C -0.88 -0.39 -0.35
C 1.45 2.37 0.02
O -2.42 1.68 -1.03
O 0.37 0.63 -2.06
O -3.18 0.24 0.77
O -1.34 1.81 1.15
O -0.77 -1.31 0.73
S -2.08 1.00 0.20
H 2.47 0.53 1.78
H 1.55 -0.92 1.13
H -1.22 -1.80 -2.01
H -2.68 -0.91 -1.48
H -2.70 -2.11 0.66
H -1.39 -3.19 0.06
H 1.60 2.63 -1.03
H 2.31 2.68 0.61
H 0.56 2.88 0.38
```

Values from the calculation:
E_LUMO in eV: 3.62
Total charge: -1
Highest occupied orbital energy in eV: -5.240
HOMO-LUMO gap in eV: 8.9

=====

The following is a quantum chemistry calculation of 13 unconnected molecules or ions with the total composition C30H86O13 at a distorted geometry, from the Open Molecules 2025 dataset.

Geometry as XYZ:
```
129
C30H86O13 (wB97M-V/def2-TZVPD)
C -5.87 -2.84 -2.18
C -6.82 -1.98 -1.34
C -7.99 -1.42 -2.14
O -7.21 -2.77 -0.24
H -6.36 -3.79 -2.47
H -4.98 -3.09 -1.53
H -5.42 -2.36 -3.05
H -6.23 -1.12 -1.06
H -8.66 -0.93 -1.51
H -8.51 -2.24 -2.68
H -7.65 -0.69 -2.84
H -7.95 -2.36 0.20
C 2.92 -3.81 -2.72
C 3.52 -3.31 -1.42
C 4.71 -2.47 -1.74
O 2.53 -2.54 -0.69
H 2.44 -2.97 -3.15
H 2.11 -4.56 -2.64
H 3.61 -4.22 -3.45
H 3.62 -4.20 -0.80
H 5.12 -2.09 -0.83
H 4.58 -1.68 -2.44
H 5.51 -3.03 -2.19
H 2.47 -1.71 -1.08
C -5.70 3.33 -0.88
C -4.94 3.33 0.46
C -3.55 3.98 0.31
O -5.63 3.80 1.58
H -5.14 2.72 -1.56
H -5.88 4.28 -1.36
H -6.66 2.82 -0.72
H -4.74 2.29 0.67
H -2.93 3.47 -0.50
H -3.02 3.95 1.29
H -3.56 5.03 0.02
H -6.10 4.61 1.35
C -2.54 -1.12 -4.61
C -2.11 -2.07 -3.52
C -1.11 -3.14 -4.02
O -1.57 -1.32 -2.48
H -1.61 -0.68 -5.01
H -3.18 -0.34 -4.17
H -3.04 -1.70 -5.38
H -3.07 -2.46 -3.03
H -0.99 -3.97 -3.38
H -0.19 -2.61 -4.14
H -1.49 -3.43 -4.98
H -0.69 -1.00 -2.68
C 3.03 -0.27 -4.79
C 1.91 0.54 -4.13
C 0.89 0.84 -5.17
O 1.41 -0.25 -3.04
H 3.37 0.12 -5.76
H 2.61 -1.26 -4.86
H 3.92 -0.19 -4.18
H 2.33 1.43 -3.67
H 1.25 1.62 -5.80
H -0.05 1.12 -4.74
H 0.70 0.00 -5.84
H 2.04 -0.07 -2.30
C -0.46 2.14 5.68
C 0.96 2.65 5.80
C 1.66 1.74 6.81
O 1.64 2.55 4.53
H -0.99 2.83 4.99
H -0.94 2.21 6.65
H -0.46 1.16 5.23
H 1.09 3.68 6.07
H 1.56 0.73 6.37
H 1.14 1.80 7.80
H 2.67 2.05 7.00
H 1.98 1.61 4.48
C -0.25 -6.62 0.39
C 0.09 -5.16 0.63
C 0.41 -4.97 2.11
O 1.24 -4.93 -0.23
H -0.60 -6.84 -0.65
H -1.09 -6.87 1.04
H 0.64 -7.20 0.67
H -0.76 -4.53 0.30
H 1.27 -5.65 2.33
H -0.52 -5.28 2.60
H 0.68 -3.89 2.36
H 1.51 -3.99 -0.23
C 4.32 -0.83 4.80
C 3.30 -0.79 3.53
C 3.37 -2.03 2.63
O 1.92 -0.54 3.87
H 4.03 -1.59 5.47
H 4.27 0.12 5.34
H 5.27 -1.05 4.41
H 3.69 0.06 2.98
H 4.27 -1.89 2.02
H 2.52 -2.14 1.96
H 3.55 -2.94 3.23
H 1.61 -1.35 4.33
C 3.52 5.43 -0.85
C 2.46 5.65 0.23
C 1.43 6.77 -0.12
O 1.80 4.40 0.28
H 3.68 6.39 -1.26
H 3.00 4.74 -1.60
H 4.43 4.92 -0.51
H 2.90 5.95 1.23
H 1.86 7.80 -0.21
H 0.61 6.82 0.63
H 0.96 6.46 -1.08
H 1.04 4.49 0.91
C -1.01 1.21 -0.02
C -0.58 0.41 1.21
C -0.24 -1.04 0.94
O 0.60 1.12 1.73
H -0.09 1.12 -0.66
H -1.16 2.23 0.30
H -1.87 0.92 -0.62
H -1.32 0.37 1.96
H -1.11 -1.56 0.51
H 0.08 -1.55 1.86
H 0.61 -1.08 0.21
H 0.84 0.67 2.52
O -0.32 3.95 2.26
H -0.34 3.00 2.03
H 0.17 3.79 3.09
O 3.99 2.75 0.64
H 4.40 2.92 1.46
H 3.11 3.16 0.55
O 2.87 0.47 -0.26
H 2.15 0.68 0.36
H 3.46 1.16 0.01
```

Values from the calculation:
E_LUMO in eV: 0.43
Highest occupied orbital energy in eV: -9.620
HOMO-LUMO gap in eV: 10.1

=====

The following is a quantum chemistry calculation of a molecular structure, C18H22AuIN2O2PS2 at a distorted geometry, from the Open Molecules 2025 dataset.

Geometry as XYZ:
```
49
C18H22AuIN2O2PS2 (wB97M-V/def2-TZVPD)
Au -0.66 0.15 -0.14
C 2.35 2.37 -4.54
C 2.36 1.62 -3.23
O 1.22 2.05 -2.45
P 1.34 2.12 -0.85
S 2.12 0.46 -0.10
S -0.48 2.65 -0.24
O 2.42 3.27 -0.58
C 2.16 4.63 -0.98
C 2.15 5.52 0.25
H 3.20 2.05 -5.15
H 2.43 3.45 -4.36
H 1.43 2.18 -5.09
H 3.28 1.80 -2.67
H 2.27 0.54 -3.39
H 1.21 4.69 -1.51
H 2.97 4.91 -1.66
H 1.32 5.24 0.90
H 2.03 6.56 -0.06
H 3.08 5.42 0.80
I -3.51 0.07 -0.65
C -3.26 -2.01 -0.30
C -4.42 -2.74 -0.15
C -4.35 -4.12 -0.02
C -3.12 -4.75 -0.07
C -1.93 -4.03 -0.25
C -0.70 -4.68 -0.35
C 0.45 -3.97 -0.61
C 0.42 -2.58 -0.70
C -0.76 -1.87 -0.51
C -1.97 -2.59 -0.35
H -5.37 -2.22 -0.15
H -5.25 -4.70 0.11
H -3.07 -5.83 0.02
H -0.67 -5.76 -0.28
H 1.39 -4.50 -0.72
H 1.32 -2.03 -0.91
C 0.81 -1.72 2.83
C -0.08 -0.56 3.12
N -0.70 0.20 2.25
C -1.41 1.14 2.97
C -1.21 0.94 4.30
N -0.36 -0.14 4.38
H 1.01 -1.75 1.76
H 0.34 -2.66 3.12
H 1.76 -1.62 3.35
H -1.99 1.89 2.47
H -1.57 1.46 5.16
H -0.01 -0.54 5.23
```

Values from the calculation:
E_LUMO (alpha / beta) in eV: 0.49 / -1.22
Multiplicity: 2
Highest occupied orbital energy (alpha / beta) in eV: -7.025 / -7.709
HOMO-LUMO gap (alpha / beta) in eV: 7.5 / 6.5

=====

The following is a quantum chemistry calculation of a molecular structure, C22H16Cl2IrN7O4S at a distorted geometry, from the Open Molecules 2025 dataset.

Geometry as XYZ:
```
53
C22H16Cl2IrN7O4S (wB97M-V/def2-TZVPD)
Ir 0.19 1.00 0.41
Cl 5.87 -1.62 -3.85
C 4.74 -0.87 -2.78
C 5.19 -0.34 -1.57
C 4.31 0.28 -0.71
Cl 4.88 0.92 0.79
C 2.94 0.39 -1.01
O 2.17 1.05 -0.18
C 2.50 -0.19 -2.22
C 1.10 -0.21 -2.59
O 0.16 0.07 -1.85
C 3.41 -0.79 -3.11
H 6.23 -0.41 -1.31
H 0.87 -0.53 -3.61
H 3.05 -1.19 -4.05
C -4.41 1.00 3.04
N -3.79 -0.18 2.45
C -4.28 -1.47 2.51
C -3.42 -2.26 1.85
N -2.39 -1.45 1.38
C -2.63 -0.18 1.78
S -1.79 1.28 1.58
C -1.27 -1.96 0.67
C -1.35 -3.25 0.17
C -0.20 -3.86 -0.31
C 0.99 -3.15 -0.27
C 0.95 -1.85 0.16
N -0.16 -1.22 0.59
H -5.36 0.69 3.47
H -4.59 1.74 2.26
H -3.77 1.41 3.81
H -5.19 -1.70 3.02
H -3.44 -3.32 1.72
H -2.29 -3.78 0.15
H -0.24 -4.87 -0.68
H 1.93 -3.59 -0.58
H 1.85 -1.26 0.18
N 0.90 2.82 1.03
C 1.61 2.75 2.33
C 1.59 1.35 2.89
O 2.06 1.05 3.95
O 1.00 0.45 2.11
H 1.52 2.97 0.24
H 0.08 3.42 1.00
H 1.14 3.40 3.06
H 2.66 3.01 2.19
N -0.76 2.36 -0.84
C -1.43 2.23 -1.80
C -2.20 2.08 -2.89
C -3.60 1.88 -2.70
N -4.71 1.72 -2.48
C -1.59 2.08 -4.18
N -1.05 2.09 -5.19
```

Values from the calculation:
E_LUMO (alpha / beta) in eV: -4.25 / -5.32
Multiplicity: 2
Total charge: +1
Highest occupied orbital energy (alpha / beta) in eV: -11.222 / -11.252
HOMO-LUMO gap (alpha / beta) in eV: 7.0 / 5.9

=====

The following is a quantum chemistry calculation of 2 unconnected molecules or ions with the total composition C4H4N2O, from the Open Molecules 2025 dataset.

Geometry as XYZ:
```
11
C4H4N2O (wB97M-V/def2-TZVPD)
O -1.81 2.16 -0.10
C -0.86 1.44 0.06
C -1.02 -0.06 -0.32
C 0.14 -0.57 -0.03
N 1.28 -0.36 0.39
C 1.35 1.01 0.71
N 0.39 1.84 0.56
H -1.96 -0.42 -0.70
H 2.31 1.33 1.09
H 0.13 -3.05 -1.18
H 0.06 -3.32 -0.49
```

Values from the calculation:
E_LUMO in eV: -1.33
Highest occupied orbital energy in eV: -9.608
HOMO-LUMO gap in eV: 8.3

=====

The following is a quantum chemistry calculation of 2 unconnected molecules or ions with the total composition C5H9NS2 at a distorted geometry, from the Open Molecules 2025 dataset.

Geometry as XYZ:
```
17
C5H9NS2 (wB97M-V/def2-TZVPD)
C 0.92 -2.81 0.68
C 0.01 -3.62 -1.39
C 0.34 -0.32 0.07
C -0.43 2.30 1.56
C -0.30 1.91 -1.29
N 0.52 -3.06 -0.46
S 0.77 -1.28 1.46
S 0.56 1.35 0.29
H 1.53 -3.59 1.15
H 0.34 -3.59 -2.46
H -1.19 -0.65 -0.14
H -1.42 2.20 1.34
H -0.11 1.64 2.34
H -0.15 3.30 1.70
H -0.12 3.00 -1.57
H 0.16 1.24 -2.08
H -1.43 1.99 -1.20
```

Values from the calculation:
E_LUMO in eV: 0.52
Highest occupied orbital energy in eV: -6.608
HOMO-LUMO gap in eV: 7.1

=====

The following is a quantum chemistry calculation of a single C7H10NOP molecule at a distorted geometry, from the Open Molecules 2025 dataset.

Geometry as XYZ:
```
20
C7H10NOP (wB97M-V/def2-TZVPD)
C -1.28 -0.52 1.53
C 0.10 -0.19 1.27
C -2.12 -0.84 0.53
C 0.62 -0.34 0.10
C -1.58 -0.87 -0.92
C -0.05 -1.04 -1.03
C 2.11 1.57 -0.98
N 2.10 0.34 -0.21
O 3.23 -1.47 1.18
P 3.43 -0.16 0.65
H -1.68 -0.49 2.57
H 0.74 0.18 2.09
H -3.10 -0.89 0.74
H -2.17 -1.65 -1.51
H -1.74 0.02 -1.47
H 0.34 -0.84 -1.94
H 0.29 -2.10 -0.85
H 1.69 1.55 -2.02
H 1.55 2.44 -0.72
H 3.28 1.77 -1.08
```

Values from the calculation:
E_LUMO (alpha / beta) in eV: 0.58 / -2.13
Multiplicity: 3
Highest occupied orbital energy (alpha / beta) in eV: -5.498 / -9.539
HOMO-LUMO gap (alpha / beta) in eV: 6.1 / 7.4

=====

The following is a quantum chemistry calculation of a single C4H6BrNO2 molecule at a distorted geometry, from the Open Molecules 2025 dataset.

Geometry as XYZ:
```
14
C4H6BrNO2 (wB97M-V/def2-TZVPD)
O -0.26 2.79 -1.32
N 0.34 1.96 -1.89
O 0.56 1.94 -3.07
C 0.91 0.89 -1.09
Br 2.47 0.27 -1.93
C 0.74 0.79 0.41
C 0.16 -0.63 0.30
C -0.40 -0.41 -1.09
H -0.01 1.49 0.69
H 1.56 0.95 1.00
H 0.89 -1.38 0.34
H -0.62 -0.81 0.92
H -0.45 -1.32 -1.67
H -1.36 0.15 -1.18
```

Values from the calculation:
E_LUMO in eV: 0.16
Highest occupied orbital energy in eV: -9.947
HOMO-LUMO gap in eV: 10.1

=====

What energy relative to the best compared isomer or geometry (same formula, charge and spin) values result from the calculations? In sequence: 0.149 0.285 0.000 2.406 3.842 7.917 0.653 4.984 eV.
What E_tot values result from the calculations? In sequence: -28477.92259 -59121.32126 -68852.79979 -80405.54848 -9236.64539 -28483.71894 -20242.47032 -79867.95908 eV.